No. 1
DFT (ωB97M-V/def2-TZVPD) results for an isolated molecule of C2H5Cl in a non-equilibrium geometry.

Calculated total energy, eV: -14677.5458
SMILES: CCCl
ΔE to the lowest compared entry with this formula, charge and spin, kJ/mol: 0.0
Orbital gap, eV: 11.77

XYZ file:
```
8
Properties=species:S:1:pos:R:3:nbo_charge:R:1
C -0.67079 -0.45977 0.01171 -0.6258
C 0.46377 0.54588 -0.00799 -0.3693
Cl 2.03772 -0.26674 -0.00257 -0.0770
H -0.52932 -1.20810 -0.83429 0.2172
H -0.59586 -1.02977 0.91359 0.2165
H -1.65501 0.04320 -0.10905 0.2191
H 0.50070 1.16126 0.90549 0.2095
H 0.44879 1.21402 -0.87688 0.2096
```

No. 2
DFT (ωB97M-V/def2-TZVPD) results for a structure of composition C9H24AuClI2OP2 in a non-equilibrium geometry.

2S+1: 3
Calculated total energy, eV: -62746.4950
<S²>: 2.036
Total charge: +2
Orbital gap (spin up / spin down), eV: 2.57 / 3.93

XYZ file:
```
40
Properties=species:S:1:pos:R:3:lowdin_spin:R:1
I 1.41170 -4.59758 -2.46291 1.1150
I -0.12944 -4.84384 -0.20544 0.9248
Au 0.66258 -0.71106 -0.72552 -0.0227
P 2.01409 -0.76608 1.20741 0.0211
C 1.42768 -0.93071 2.90748 0.0043
C 3.06997 -2.19419 0.90404 0.0025
H 3.89138 -2.26537 1.63348 0.0007
H 3.93527 0.52855 1.98318 0.0008
H 3.46577 -2.09762 -0.11119 0.0009
H 3.50627 0.87125 0.27737 0.0000
H 0.78948 -1.81931 2.99512 0.0003
H 2.45984 -3.10508 0.94347 0.0013
C 3.10593 0.67483 1.27525 0.0028
H 2.26860 -1.03192 3.61721 0.0012
H 2.52460 1.54845 1.59639 0.0000
H 0.83502 -0.05579 3.20284 0.0000
P -1.12153 -0.20257 -2.18641 -0.0258
C -2.87039 -0.14694 -1.73998 -0.0061
C -0.85019 1.38693 -3.00989 -0.0022
H 0.09053 -1.48771 -3.76895 0.0015
H -1.61038 -1.27424 -4.32574 -0.0008
H -1.20131 -2.44718 -3.02942 0.0012
C -0.95937 -1.46837 -3.45968 -0.0012
H 0.20028 1.46335 -3.30284 0.0001
H -1.48999 1.49984 -3.89784 -0.0007
H -3.51312 0.02107 -2.62248 -0.0015
H -3.06416 0.65705 -1.01849 0.0000
H -1.07752 2.20251 -2.31156 0.0000
H -3.16318 -1.09586 -1.27292 -0.0001
Cl 2.38641 -0.45862 -2.27585 -0.0147
C -1.45031 1.67631 3.10336 -0.0001
C -1.44374 1.77306 1.58510 -0.0001
C -2.08100 2.97306 0.90038 0.0001
O -0.91051 0.89154 0.89352 -0.0025
H -2.08536 2.45737 3.53841 0.0000
H -0.43782 1.87634 3.50767 0.0000
H -1.86927 0.70168 3.40837 0.0000
H -1.29737 3.56357 0.38574 0.0000
H -2.87079 2.61550 0.21381 0.0000
H -2.54866 3.61781 1.64752 0.0000
```

No. 3
DFT (ωB97M-V/def2-TZVPD) results for a cluster of 2 separate species, C5H13N in total in a non-equilibrium geometry.

Calculated total energy, eV: -6884.1421
SMILES: C=CC.CNC
ΔE to the lowest compared entry with this formula, charge and spin, kJ/mol: 198.3
Orbital gap, eV: 9.56

XYZ file:
```
19
Properties=species:S:1:pos:R:3:nbo_charge:R:1
C 2.12770 -1.16014 -1.70341 -0.4299
C 2.03596 -1.10908 -0.36369 -0.1526
C 1.93053 0.16525 0.42629 -0.6626
H 2.67681 -2.04239 -2.03859 0.2070
H 2.09055 -0.23168 -2.25289 0.1968
H 2.16360 -1.97280 0.28176 0.1915
H 2.83624 0.19023 1.04573 0.2202
H 1.10248 0.32961 1.11767 0.2196
H 1.96609 1.08129 -0.17032 0.2091
C -1.80596 1.62153 0.73091 -0.4132
N -2.46535 0.34063 0.73225 -0.6506
C -1.74021 -0.66878 -0.00853 -0.4107
H -1.32542 1.88838 1.69411 0.1762
H -2.47208 2.46196 0.51595 0.1916
H -0.98559 1.65267 -0.00829 0.1778
H -3.45559 0.43222 0.60323 0.3678
H -0.74804 -0.87167 0.39259 0.1963
H -2.23188 -1.65143 0.08837 0.1991
H -1.69986 -0.45580 -1.08313 0.1666
```

No. 4
DFT (ωB97M-V/def2-TZVPD) results for a structure of composition C3H13BIInNO4P2.

Calculated total energy, eV: -45536.9170
Total charge: -1
Orbital gap, eV: 7.15

XYZ file:
```
26
Properties=species:S:1:pos:R:3:nbo_charge:R:1
C 3.53923 0.37003 0.86027 -0.2406
O 2.72598 -0.72833 1.23311 -0.7506
B 1.75270 -1.20006 0.38773 0.7507
O 1.74403 -2.56769 0.23908 -0.9087
In 0.11574 0.10500 -0.56178 0.2711
I 0.33602 0.12767 -3.35956 -0.5166
P -2.28681 -0.52950 -0.07636 0.2153
C -2.15779 -1.83670 1.23036 -0.9206
C -2.89715 -1.52438 -1.51180 -0.9199
P 0.21015 2.54753 0.13515 1.7256
N 1.14181 2.98652 1.30472 -1.3601
O 0.54724 3.50342 -1.14998 -1.0024
O -1.32754 3.00669 0.48046 -1.0101
H 3.08308 0.96564 0.06334 0.1911
H 4.50587 0.00086 0.50957 0.1690
H 3.69187 1.01722 1.72455 0.1786
H 1.04669 -2.84526 -0.35771 0.4893
H -1.56078 -1.43878 2.05436 0.2276
H -1.69185 -2.76823 0.89744 0.2018
H -3.15151 -2.06251 1.62468 0.2119
H -3.84792 -1.99303 -1.24364 0.2090
H -2.21039 -2.29981 -1.85963 0.2058
H -3.08048 -0.84021 -2.34174 0.2333
H 1.66460 2.21225 1.68881 0.3631
H 0.00733 3.28490 -1.91800 0.4900
H -1.97847 2.48351 -0.00119 0.4965
```

No. 5
DFT (ωB97M-V/def2-TZVPD) results for the ion C8H14N3 with charge +1 in a non-equilibrium geometry.

Calculated total energy, eV: -12982.5573
Total charge: +1
SMILES: C=C=[N+]=C[C@@H]1CNCCN1C
ΔE to the lowest compared entry with this formula, charge and spin, kJ/mol: 516.5
Orbital gap, eV: 7.90

XYZ file:
```
25
Properties=species:S:1:pos:R:3:nbo_charge:R:1
C -2.08240 -0.63076 2.35238 -0.4440
C -1.84924 -0.68226 1.09314 0.4386
N -2.07204 -1.24899 0.00038 -0.3783
C -1.56854 -1.12719 -1.12628 0.2374
C -0.37353 -0.20890 -1.17041 -0.1537
C 0.87080 -1.02853 -1.56312 -0.2062
N 1.97008 -0.14437 -1.29061 -0.6313
C 2.17243 0.29091 0.07977 -0.2632
C 0.87611 0.10550 0.90183 -0.2656
N -0.22142 0.48676 0.08230 -0.3946
C -0.44125 1.95785 0.13948 -0.4172
H -1.55309 -0.01043 3.11087 0.2813
H -2.88797 -1.38257 2.61526 0.3011
H -1.81682 -1.71080 -2.06477 0.2487
H -0.55405 0.42849 -2.02623 0.2428
H 0.88900 -1.96913 -0.82345 0.1989
H 0.74804 -1.43171 -2.56434 0.2399
H 2.08103 0.61389 -1.91584 0.3803
H 2.65046 1.34664 -0.03421 0.2247
H 3.11531 -0.17654 0.56533 0.2232
H 0.61179 -0.98249 1.15183 0.2155
H 0.92652 0.58121 1.96236 0.2538
H 0.64314 2.44261 0.09732 0.2200
H -1.14987 2.37895 -0.61885 0.2326
H -0.98448 2.10184 1.04586 0.2148
```

Computed molar mass (g/mol) in order:
64.52; 696.47; 87.17; 441.62; 152.22